Record 1
# C20H46O3P2Sn

A molecular structure, C20H46O3P2Sn in a non-equilibrium geometry (ωB97M-V with the def2-TZVPD basis set, OMol25).

Values from the calculation:
* highest occupied orbital energy: -22.724 eV
* electronic energy: -1910.64644 a.u.
* HOMO-LUMO gap: 6.3 eV
* E_LUMO: -16.47 eV

Geometry as ORCA input:
```
! RIJCOSX wB97M-V def2-TZVPD def2/J DEFGRID3
* xyz 4 1
Sn -0.64851 0.04940 -0.13170
C -3.02975 0.44138 0.54056
O -4.09333 0.74196 0.85170
C 0.48695 1.42752 1.51011
O 0.44923 2.23140 2.33474
P -0.38993 -1.78415 1.77738
C 1.25266 -2.64677 1.79872
H 1.15288 -3.38835 2.61547
C -0.53767 -1.07576 3.49245
H 0.25010 -0.30067 3.50631
C -1.63251 -3.14508 1.43894
H -1.28992 -3.50284 0.44849
C -0.84753 1.72181 -3.44616
P 0.31564 1.79995 -1.99902
H 2.49384 1.73501 -2.91860
H -0.72514 0.68962 -3.81387
C 0.85188 3.55892 -1.77540
H 1.17089 3.85704 -2.78962
C -1.88250 -0.37710 3.71403
H -1.80747 0.25442 4.61412
H -2.68810 -1.10406 3.88067
H -2.17121 0.26965 2.87481
C -0.22569 -2.05997 4.62280
H -0.98121 -2.84982 4.70570
H -0.21664 -1.50639 5.57455
H 0.75735 -2.53205 4.51942
C -1.55896 -4.33397 2.40357
H -0.54677 -4.73695 2.52863
H -2.17896 -5.14929 1.99419
H -1.96540 -4.08988 3.39396
C -3.09726 -2.71220 1.28637
H -3.67901 -3.62052 1.07713
H -3.25970 -1.99658 0.47139
H -3.50177 -2.26987 2.20525
C 1.48117 -3.39308 0.47651
H 0.72536 -4.17512 0.31258
H 2.47212 -3.87060 0.49320
H 1.46808 -2.70725 -0.38684
C 2.42776 -1.71262 2.13495
H 2.54516 -0.90826 1.39254
H 3.35970 -2.29985 2.11799
H 2.33475 -1.26108 3.13276
C -0.42539 2.67533 -4.57010
H 0.62505 2.56688 -4.86630
H -0.59596 3.72339 -4.29399
H -1.03422 2.47772 -5.46475
C -2.32950 1.91726 -3.09097
H -2.54498 2.94919 -2.78212
C 2.66484 0.25063 -1.35748
H -2.68308 1.20845 -2.33005
H -2.91738 1.72388 -4.00055
C 1.66900 -0.13163 -3.63276
H 2.19073 -0.68587 -1.01316
H 3.64519 -0.03493 -1.74996
H 2.81047 0.92108 -0.49292
C 1.88067 0.90346 -2.51421
H 2.62830 -0.64557 -3.80618
H 1.34637 0.32443 -4.58005
H 0.93589 -0.90651 -3.35404
C 2.03771 3.62414 -0.81306
H 1.82166 3.14164 0.15414
H 2.26460 4.67878 -0.60580
H 2.93526 3.16709 -1.24283
C -0.21339 4.56343 -1.30421
H -0.44218 4.46181 -0.23424
H -1.13826 4.51695 -1.89809
H 0.18119 5.58314 -1.44559
H 4.31982 -2.31900 -1.64723
H 4.24042 -2.80731 -1.07966
O -1.94947 2.82227 0.46648
H -2.62670 3.28397 0.98831
H -2.33722 2.77794 -0.41942
*
```

Atomic partial charges in e from the Löwdin method, atoms 1 to 6:
1 Sn 1.25
2 C -0.07
3 O 0.23
4 C -0.07
5 O 0.23
6 P 1.04



Record 2
# C31H46N8O2S2SeV

A molecular structure, C31H46N8O2S2SeV in a non-equilibrium geometry (ωB97M-V with the def2-TZVPD basis set, OMol25).

Values from the calculation:
* highest occupied orbital energy (spin up / spin down): -6.204 / -5.291 eV
* ⟨S²⟩: 1.077
* electronic energy: -5939.24540 a.u.
* HOMO-LUMO gap (spin up / spin down): 6.6 / 5.7 eV
* E_LUMO (spin up / spin down): 0.36 / 0.36 eV
* energy above the lowest of the compared OMol25 structures with the same formula, charge and spin: 1.141 eV

Geometry as ORCA input:
```
! RIJCOSX wB97M-V def2-TZVPD def2/J DEFGRID3
* xyz 0 2
V 0.17408 1.05610 0.30970
N 3.31192 3.40119 -0.89248
C 2.10368 2.77644 -0.80225
S 1.09895 3.20177 0.56863
N 1.73001 1.98275 -1.75534
N 0.50266 1.38421 -1.52169
C -0.24229 1.17262 -2.56353
C -1.57024 0.63918 -2.46933
C -2.33795 0.50155 -3.63739
C -3.64318 0.06884 -3.60329
C -4.22119 -0.25431 -2.37357
C -3.49012 -0.14742 -1.21269
C -2.15977 0.31271 -1.21394
O -1.53529 0.45768 -0.06332
H 3.64632 3.86791 -0.07132
H 3.98204 3.03200 -1.54668
H 0.13436 1.46476 -3.54176
H -1.87947 0.77484 -4.58241
H -4.22223 -0.00595 -4.51469
H -5.25657 -0.56863 -2.32418
H -3.92993 -0.40784 -0.25665
C 3.19631 -0.85959 5.03680
C 2.94516 0.57439 4.55574
C 1.61405 0.70373 3.89897
N 1.42726 0.79627 2.63777
N 0.12508 0.84653 2.26224
C -0.71342 0.79089 3.25391
N -2.05479 0.90190 3.09652
S 0.09189 0.66686 4.79799
H 4.19640 -0.95438 5.45869
H 3.10690 -1.55864 4.20506
H 2.46934 -1.13882 5.80061
H 3.69185 0.86137 3.81568
H 3.00559 1.26386 5.39965
H -2.35781 0.82158 2.13078
H -2.64809 0.48481 3.79069
C -0.67238 -2.39283 2.03967
C 0.80157 -2.63604 1.77640
O 1.37954 -1.51455 1.13669
C 2.73000 -1.75533 0.78082
C 3.28589 -0.53657 0.07243
H -1.18371 -3.34057 2.21195
H -1.11443 -1.89965 1.17255
H -0.81454 -1.76042 2.91530
H 0.92686 -3.50759 1.12297
H 1.33800 -2.83976 2.71521
H 2.77530 -2.63410 0.12367
H 3.31379 -1.98186 1.68565
H 2.69023 -0.33350 -0.81973
H 4.32080 -0.70647 -0.22554
H 3.23398 0.32672 0.73669
C 2.60179 -0.86375 -4.22973
C 2.29945 -2.16681 -4.96648
C 0.99073 -2.12147 -5.75839
C -0.26163 -2.16470 -4.87972
N -0.40979 -3.43733 -4.19724
C -0.22553 -3.63864 -2.86190
Se 0.23758 -2.39335 -1.62131
N -0.45302 -4.96246 -2.62109
C -0.29829 -5.62385 -1.34357
C 1.07587 -6.28389 -1.22150
C 1.16256 -7.27415 -0.06120
C 1.16740 -6.60206 1.31043
C -0.75016 -5.60987 -3.80791
C -1.02819 -6.93656 -4.09194
C -1.29659 -7.26035 -5.41479
C -1.29829 -6.28827 -6.41213
C -1.02250 -4.95777 -6.12695
C -0.73501 -4.63592 -4.81034
H 3.58496 -0.91023 -3.75947
H 1.87019 -0.67647 -3.44327
H 2.59399 -0.01408 -4.91652
H 2.26050 -2.98895 -4.24487
H 3.11168 -2.38622 -5.66404
H 0.96287 -2.96338 -6.45504
H 0.95604 -1.20058 -6.34685
H -1.15658 -1.99999 -5.48441
H -0.22126 -1.39408 -4.11140
H -1.09360 -6.36806 -1.25016
H -0.43504 -4.86721 -0.57232
H 1.82738 -5.49775 -1.10301
H 1.29026 -6.80697 -2.15741
H 2.07807 -7.85876 -0.17315
H 0.32298 -7.97362 -0.12290
H 2.03372 -5.94571 1.41117
H 1.21496 -7.35055 2.10213
H 0.26607 -6.00614 1.46487
H -1.03709 -7.69233 -3.31771
H -1.51057 -8.28865 -5.67423
H -1.51732 -6.57569 -7.43185
H -1.04226 -4.20641 -6.90440
*
```

Atomic partial charges in e from the Löwdin method, atoms 1 to 6:
1 V 0.61
2 N 0.06
3 C -0.87
4 S 0.63
5 N 0.00
6 N -0.21



Record 3
# C5H10N

A molecular structure, C5H10N in a non-equilibrium geometry (ωB97M-V with the def2-TZVPD basis set, OMol25).

Values from the calculation:
* highest occupied orbital energy: -14.414 eV
* electronic energy: -250.87664 a.u.
* HOMO-LUMO gap: 10.9 eV
* E_LUMO: -3.47 eV
* energy above the lowest of the compared OMol25 structures with the same formula, charge and spin: 3.501 eV

Geometry as ORCA input:
```
! RIJCOSX wB97M-V def2-TZVPD def2/J DEFGRID3
* xyz 1 1
C -0.98734 0.74308 -0.32779
C -1.11666 1.74622 -1.17668
C -1.20180 0.43363 1.07582
C 0.18107 -0.86768 -0.16798
C 1.48245 -0.94372 -0.85296
N 0.04260 -0.41932 1.21726
H -0.85736 1.71132 -2.17586
H -1.79036 2.64161 -1.17497
H -1.22043 1.26578 1.75504
H -2.11119 -0.09806 1.18204
H -0.46042 -1.74051 -0.11993
H 1.35925 -0.94044 -1.84996
H 1.89097 -1.89313 -0.56266
H 2.12500 -0.14755 -0.71233
H 0.59189 0.41765 1.40748
H 0.01459 -1.01103 2.06100
*
```

Atomic partial charges in e from the Löwdin method, atoms 1 to 6:
1 C -0.09
2 C 0.09
3 C -0.11
4 C -0.12
5 C -0.02
6 N 0.06



Record 4
# C2H2FIO

A molecular structure, C2H2FIO in a non-equilibrium geometry (ωB97M-V with the def2-TZVPD basis set, OMol25).

Values from the calculation:
* highest occupied orbital energy (spin up / spin down): -9.729 / -8.870 eV
* electronic energy: -550.03391 a.u.
* HOMO-LUMO gap (spin up / spin down): 9.1 / 6.4 eV
* E_LUMO (spin up / spin down): -0.62 / -2.48 eV
* energy above the lowest of the compared OMol25 structures with the same formula, charge and spin: 3.802 eV

Geometry as ORCA input:
```
! RIJCOSX wB97M-V def2-TZVPD def2/J DEFGRID3
* xyz 0 1
C -0.29703 0.36977 -0.05954
C 0.08541 -1.57985 -0.00445
O 0.61587 1.08803 0.06555
F -0.91787 -2.22454 0.55136
I 0.81757 3.74630 -0.73613
H -1.36402 0.50298 -0.15224
H 1.06008 -1.90271 0.33545
*
```

Atomic partial charges in e from the Löwdin method, atoms 1 to 6:
1 C -0.14
2 C -0.01
3 O -0.17
4 F -0.03
5 I 0.19
6 H 0.10



Record 5
# C25H45NP2SY

A molecular structure, C25H45NP2SY in a non-equilibrium geometry (ωB97M-V with the def2-TZVPD basis set, OMol25).

Values from the calculation:
* highest occupied orbital energy (spin up / spin down): -9.292 / -9.387 eV
* electronic energy: -2153.24668 a.u.
* HOMO-LUMO gap (spin up / spin down): 5.1 / 5.7 eV
* E_LUMO (spin up / spin down): -4.22 / -3.71 eV
* energy above the lowest of the compared OMol25 structures with the same formula, charge and spin: 1.298 eV

Geometry as ORCA input:
```
! RIJCOSX wB97M-V def2-TZVPD def2/J DEFGRID3
* xyz 1 1
Y -0.27037 -0.53805 -1.57325
C -2.16407 1.67345 0.00199
C -2.62023 0.75439 -0.99175
C -2.32022 -0.39923 0.98942
C -2.05893 0.97417 1.22459
C -2.68683 -0.54970 -0.37744
C -2.03003 3.14252 -0.18576
H -1.86062 3.39153 -1.24077
H -1.18061 3.54239 0.39071
H -2.94104 3.67779 0.13802
C -1.86659 1.58972 2.54951
H -1.55054 2.63418 2.46563
H -1.12378 1.05957 3.15856
H -2.80182 1.58997 3.12175
C -2.38688 -1.47306 2.00156
H -3.40783 -1.62797 2.38802
H -1.73647 -1.24499 2.84946
H -2.05578 -2.42932 1.57823
C -3.23372 -1.76553 -1.03894
H -4.27826 -1.61656 -1.37798
H -3.22426 -2.63353 -0.35655
H -2.65282 -2.06317 -1.93937
C -3.26005 1.15248 -2.26701
H -4.27486 1.55583 -2.08594
H -3.35783 0.30869 -2.96220
H -2.68040 1.93524 -2.77988
C 1.68250 0.54982 -2.62190
C 0.53507 1.33295 -2.75748
C -0.08628 1.59395 -4.11341
C -0.95408 0.45315 -4.68927
C -1.04455 -0.81036 -3.85428
C 0.05774 -1.63692 -3.66956
C 1.39313 -1.38450 -4.35385
C 2.29069 -0.29250 -3.71820
H 0.69855 1.83835 -4.85269
H -0.58566 0.22274 -5.70513
H -0.71196 2.49810 -4.03155
H 2.66647 0.35664 -4.52981
H 2.45840 0.92133 -1.93776
H 0.40667 2.15330 -2.03359
H 3.19359 -0.77714 -3.29706
H 1.98243 -2.31887 -4.34522
H -0.08371 -2.67027 -3.30896
H 1.25979 -1.14940 -5.42581
H -1.97396 0.84584 -4.82918
H -2.06002 -1.21614 -3.74626
P 2.24396 2.40913 0.60161
C 1.59267 2.98488 2.19242
H 2.31080 3.71712 2.59572
H 1.47509 2.13796 2.88273
H 0.60844 3.45567 2.02905
C 3.99670 2.07675 0.87266
H 4.47075 3.03611 1.12173
H 4.43933 1.66208 -0.04353
H 4.11384 1.35902 1.69206
C 2.25862 3.87831 -0.47683
H 2.50353 3.59498 -1.50922
H 3.02856 4.56552 -0.09507
H 1.28162 4.38259 -0.46808
P 0.71573 -3.20940 -0.53305
C -0.07068 -4.76489 -1.09055
H 0.70034 -5.49894 -1.36521
H -0.70233 -4.56124 -1.96507
H -0.70767 -5.16866 -0.29252
C 2.40628 -3.40663 -1.22655
H 2.44094 -3.10708 -2.28185
H 2.69237 -4.46402 -1.11796
H 3.10913 -2.77582 -0.66568
C 1.10778 -3.62629 1.21806
H 1.48738 -4.66427 1.26680
H 0.20361 -3.52371 1.83883
H 1.86097 -2.92358 1.61322
S 1.73786 -0.08238 0.35782
C 1.01953 -0.25339 1.85974
N 0.57504 -0.38121 2.94467
*
```

Atomic partial charges in e from the Löwdin method, atoms 1 to 6:
1 Y 1.24
2 C -0.24
3 C -0.34
4 C -0.25
5 C -0.24
6 C -0.35



Record 6
# CH3KNO2

A molecular structure, CH3KNO2 in a non-equilibrium geometry (ωB97M-V with the def2-TZVPD basis set, OMol25).

Values from the calculation:
* highest occupied orbital energy: -15.087 eV
* electronic energy: -844.78123 a.u.
* HOMO-LUMO gap: 10.8 eV
* E_LUMO: -4.24 eV

Geometry as ORCA input:
```
! RIJCOSX wB97M-V def2-TZVPD def2/J DEFGRID3
* xyz 1 1
K 1.53582 1.11753 -3.03544
C -0.47568 0.10286 1.02631
N 0.05141 -0.47116 -0.23748
O -0.70190 -1.23928 -0.86551
O 1.19277 -0.23534 -0.67013
H -1.46415 -0.34067 1.14597
H -0.43221 1.18061 0.86932
H 0.29394 -0.11455 1.76695
*
```

Atomic partial charges in e from the Löwdin method, atoms 1 to 6:
1 K 0.98
2 C 0.08
3 N -0.41
4 O 0.08
5 O -0.08
6 H 0.12



Question: What is the electronic energy in the fifth record?
Answer: -2153.24668 a.u.